(1)
# C13H33N2O3S

2 unconnected molecules or ions with the total composition C13H33N2O3S (ωB97M-V with the def2-TZVPD basis set, the Open Molecules 2025 dataset).

CARTESIAN COORDINATES (ANGSTROEM)
C: -2.559 0.036 3.086
C: -2.552 -0.886 1.860
C: -2.601 -0.114 0.542
C: -2.347 -0.950 -0.710
S: -0.669 -1.652 -0.819
C: -0.807 -3.325 -0.150
C: 0.564 -3.809 0.366
O: 0.712 -5.082 -0.207
C: 0.644 -3.782 1.897
N: -0.173 -4.804 2.515
H: -2.242 1.048 2.826
H: -1.886 -0.327 3.862
H: -3.553 0.109 3.525
H: -1.663 -1.527 1.889
H: -3.417 -1.555 1.895
H: -3.594 0.323 0.409
H: -1.902 0.727 0.563
H: -3.009 -1.817 -0.774
H: -2.454 -0.367 -1.623
H: -0.085 -1.040 0.230
H: -1.587 -3.331 0.610
H: -1.113 -3.942 -0.994
H: 1.357 -3.134 -0.002
H: 1.387 -5.595 0.260
H: 1.687 -3.952 2.174
H: 0.405 -2.753 2.217
H: -1.129 -4.519 2.681
H: 0.210 -5.117 3.396
C: 2.346 -0.111 -2.210
O: 2.032 0.411 -0.931
C: 2.988 1.358 -0.437
C: 2.402 2.750 -0.370
N: 2.149 3.259 -1.705
C: 1.522 4.572 -1.775
C: 0.117 4.714 -1.206
O: -0.863 3.964 -1.912
C: -1.070 2.655 -1.454
H: 1.608 -0.887 -2.414
H: 2.285 0.641 -3.002
H: 3.340 -0.566 -2.241
H: 3.867 1.358 -1.086
H: 3.295 1.034 0.560
H: 3.128 3.403 0.122
H: 1.508 2.719 0.273
H: 1.594 2.589 -2.223
H: 1.494 4.871 -2.825
H: 2.167 5.290 -1.259
H: -0.181 5.760 -1.296
H: 0.078 4.453 -0.141
H: -0.904 2.584 -0.372
H: -0.418 1.920 -1.945
H: -2.109 2.395 -1.672

Properties
* LUMO level: -2.86 eV
* charge: +1
* largest force on an atom: 0.0046 Eh/bohr
* electronic energy: -1248.21468 hartree
* gap between HOMO and LUMO: 8.184 eV
* HOMO energy: -11.05 eV

---

(2)
# C13H33N3O13PS2V

A molecular structure, C13H33N3O13PS2V (ωB97M-V with the def2-TZVPD basis set, the Open Molecules 2025 dataset).

CARTESIAN COORDINATES (ANGSTROEM)
O: -0.545 -0.511 -1.854
V: -0.505 -1.929 -1.067
O: -1.185 -4.815 2.041
C: -0.988 -4.812 0.656
O: -1.168 -5.864 0.058
O: -0.649 -3.707 0.131
H: -1.049 -5.772 2.144
O: -4.318 -3.476 -2.550
C: -2.921 -3.501 -2.573
O: -2.427 -4.574 -2.907
O: -2.293 -2.465 -2.182
H: -4.342 -4.411 -2.846
O: 2.896 -3.875 -2.858
C: 1.534 -3.695 -2.814
O: 0.820 -4.680 -2.967
O: 1.149 -2.523 -2.474
H: 2.978 -4.827 -2.982
O: 2.300 1.363 -0.334
P: 1.575 2.629 -0.145
N: 1.183 3.062 1.439
C: 0.167 4.057 1.831
C: 2.021 2.531 2.505
N: 0.083 2.810 -0.899
C: -0.011 3.020 -2.335
C: -1.084 2.054 -0.352
N: 2.493 3.942 -0.673
C: 3.846 3.702 -1.157
C: 2.040 5.313 -0.687
H: -0.283 3.662 2.744
H: -0.544 4.249 1.040
H: 0.756 4.939 2.102
H: 1.662 2.849 3.478
H: 3.088 2.739 2.330
H: 2.116 1.443 2.444
H: -1.012 2.818 -2.706
H: 0.352 4.024 -2.575
H: 0.600 2.318 -2.918
H: -1.558 2.783 0.313
H: -1.674 1.592 -1.133
H: -0.778 1.238 0.306
H: 3.902 2.681 -1.535
H: 4.113 4.426 -1.927
H: 4.604 3.751 -0.362
H: 1.898 5.651 0.350
H: 1.020 5.441 -1.070
H: 2.709 6.006 -1.188
C: 2.907 -1.588 1.780
S: 1.168 -1.056 1.795
O: 0.682 -1.129 0.396
C: 0.546 -2.496 2.754
H: 3.130 -2.154 0.870
H: 3.249 -1.950 2.747
H: 3.593 -0.763 1.542
H: 1.012 -3.360 2.292
H: -0.534 -2.513 2.822
H: 0.979 -2.305 3.740
C: -4.093 -2.195 1.575
S: -3.181 -0.742 1.016
O: -1.927 -1.189 0.349
C: -4.258 -0.225 -0.381
H: -3.601 -2.561 2.470
H: -3.858 -2.895 0.763
H: -5.154 -1.975 1.569
H: -3.652 -0.569 -1.228
H: -4.416 0.833 -0.213
H: -5.160 -0.825 -0.499

Properties
* spin multiplicity: 2
* LUMO level (spin up / spin down): 1.94 / 1.94 eV
* charge: -1
* largest force on an atom: 0.0802 Eh/bohr
* electronic energy: -3739.43862 hartree
* gap between HOMO and LUMO (spin up / spin down): 6.990 / 6.991 eV
* HOMO energy (spin up / spin down): -5.05 / -5.05 eV

---

(3)
# C13H34BCl10NNbO2

A molecular structure, C13H34BCl10NNbO2 (ωB97M-V with the def2-TZVPD basis set, the Open Molecules 2025 dataset).

CARTESIAN COORDINATES (ANGSTROEM)
C: -0.377 -0.304 -0.430
N: -0.177 1.121 -0.163
C: -0.377 1.442 1.251
Nb: 1.753 1.380 1.995
C: 2.359 -0.791 2.111
B: 1.450 -1.522 3.075
O: 0.331 -2.255 2.606
O: 1.712 -1.544 4.447
H: -0.070 -0.558 -1.440
H: -1.437 -0.541 -0.337
H: 0.155 -0.937 0.278
H: 0.768 1.377 -0.455
H: -0.947 0.650 1.740
H: -0.932 2.361 1.420
H: 2.710 1.695 0.405
H: 1.529 3.149 2.210
H: 1.008 1.233 3.710
H: 3.154 1.952 3.023
H: 2.348 -1.183 1.093
H: 3.376 -0.805 2.511
H: -0.511 -1.798 2.696
H: 1.130 -0.962 4.947
Cl: 2.335 5.775 2.576
C: 1.183 7.014 2.056
C: -0.074 6.375 1.515
Cl: 0.233 5.515 -0.020
H: 1.654 7.635 1.298
H: 0.933 7.632 2.917
H: -0.819 7.141 1.306
H: -0.480 5.652 2.218
Cl: -1.448 -3.865 -0.782
C: -0.046 -4.925 -1.073
C: 1.180 -4.432 -0.352
Cl: 1.801 -2.899 -1.033
H: 0.119 -4.972 -2.146
H: -0.306 -5.916 -0.706
H: 1.983 -5.155 -0.465
H: 0.975 -4.255 0.702
Cl: -4.661 4.384 -0.223
C: -3.307 3.201 -0.267
C: -2.428 3.365 -1.468
Cl: -3.263 2.955 -3.007
H: -3.745 2.208 -0.228
H: -2.710 3.360 0.626
H: -1.576 2.688 -1.361
H: -2.070 4.384 -1.573
Cl: -4.386 -1.295 -2.296
C: -5.446 0.036 -2.808
C: -6.707 -0.450 -3.470
Cl: -6.400 -1.215 -5.056
H: -4.867 0.677 -3.464
H: -5.707 0.601 -1.915
H: -7.366 0.397 -3.649
H: -7.220 -1.181 -2.851
Cl: 3.814 -6.735 -1.486
C: 4.762 -5.229 -1.687
C: 6.228 -5.448 -1.427
Cl: 6.569 -5.816 0.283
H: 4.339 -4.487 -1.016
H: 4.619 -4.897 -2.713
H: 6.770 -4.538 -1.676
H: 6.613 -6.272 -2.021

Properties
* LUMO level: 2.19 eV
* charge: -1
* largest force on an atom: 0.0398 Eh/bohr
* electronic energy: -5404.63560 hartree
* gap between HOMO and LUMO: 7.027 eV
* HOMO energy: -4.83 eV

---

(4)
# C13H34BN2O5P

3 unconnected molecules or ions with the total composition C13H34BN2O5P (ωB97M-V with the def2-TZVPD basis set, the Open Molecules 2025 dataset).

CARTESIAN COORDINATES (ANGSTROEM)
N: 4.033 3.791 -1.208
P: 4.077 2.141 -0.767
O: 4.721 1.459 -2.108
N: 2.393 1.706 -0.993
C: 1.489 2.446 -0.230
O: 1.795 3.216 0.655
O: 0.179 2.207 -0.535
B: -0.165 2.902 -1.725
O: 0.383 2.622 -2.940
O: -1.103 3.892 -1.567
H: 3.238 4.291 -0.842
H: 4.887 4.188 -0.852
H: 4.311 1.879 -2.876
H: 2.242 0.722 -0.806
H: 1.199 3.101 -3.084
H: -0.706 4.570 -1.015
C: -0.214 -0.962 -1.891
C: -0.461 -2.453 -2.095
C: 0.298 -3.332 -1.102
C: 1.821 -3.223 -1.179
C: 2.424 -3.542 -2.545
C: 2.166 -4.975 -3.002
H: 0.834 -0.700 -2.055
H: -0.810 -0.377 -2.592
H: -0.492 -0.657 -0.880
H: -0.207 -2.731 -3.122
H: -1.530 -2.651 -1.983
H: -0.002 -4.373 -1.250
H: -0.017 -3.072 -0.086
H: 2.254 -3.897 -0.433
H: 2.131 -2.215 -0.884
H: 3.504 -3.381 -2.491
H: 2.049 -2.844 -3.298
H: 2.562 -5.691 -2.280
H: 2.651 -5.165 -3.961
H: 1.101 -5.173 -3.130
C: -0.496 0.278 2.056
C: -1.102 0.698 3.391
C: -2.357 -0.090 3.760
C: -3.526 0.070 2.787
C: -3.995 1.507 2.573
C: -4.522 2.170 3.844
H: -1.179 0.466 1.227
H: 0.417 0.842 1.862
H: -0.243 -0.785 2.060
H: -1.317 1.770 3.374
H: -0.358 0.550 4.178
H: -2.675 0.202 4.765
H: -2.103 -1.153 3.825
H: -4.366 -0.528 3.155
H: -3.255 -0.360 1.818
H: -4.792 1.501 1.826
H: -3.187 2.112 2.152
H: -5.353 1.600 4.264
H: -4.882 3.177 3.630
H: -3.746 2.255 4.606

Properties
* SMILES: NP(O)NC(=O)OB(O)O.CCCCCC.CCCCCC
* LUMO level: 0.18 eV
* charge: 0
* largest force on an atom: 0.0329 Eh/bohr
* electronic energy: -1367.82767 hartree
* gap between HOMO and LUMO: 9.230 eV
* HOMO energy: -9.05 eV